Below is C43H39BiClF9N6O11S as an isolated structure, with properties calculated with ωB97M-V/def2-TZVPD.

Summary:
- charge = -2
- E_HOMO (eV) = -2.6
- energy relative to the best compared isomer or geometry (same formula, charge and spin) (kcal/mol) = 7.72
- gap between HOMO and LUMO (eV) = 5.864

Cartesian coordinates (Å):
Bi: -2.42 1.76 0.77
O: -4.21 4.85 -4.59
C: -3.86 4.10 -3.72
C: -2.44 3.92 -3.20
O: -1.42 4.34 -3.71
C: -2.59 3.12 -2.00
C: -3.90 2.63 -1.84
O: -4.21 1.85 -0.90
C: -4.74 3.12 -2.95
O: -5.87 2.80 -3.24
O: -1.64 2.77 -1.17
N: -0.52 3.36 1.23
C: 0.33 2.82 2.30
C: 0.60 1.35 2.02
O: 1.67 0.87 2.40
O: -0.35 0.73 1.37
H: -0.03 3.42 0.36
H: -1.05 4.20 1.44
H: -0.20 2.90 3.25
H: 1.29 3.33 2.40
C: 1.21 -1.75 6.82
C: 0.03 -1.45 5.93
C: -0.96 -2.41 5.71
C: -2.06 -2.13 4.90
C: -2.17 -0.88 4.32
C: -1.20 0.10 4.54
C: -0.11 -0.20 5.34
S: -3.55 -0.49 3.28
O: -4.56 -1.48 3.56
O: -3.85 0.91 3.50
N: -2.92 -0.57 1.85
C: -2.78 -1.73 1.11
C: -2.98 -3.02 1.56
C: -2.83 -4.14 0.71
C: -2.49 -4.00 -0.60
C: -2.26 -2.70 -1.11
C: -1.92 -2.47 -2.46
C: -1.70 -1.21 -2.91
C: -1.80 -0.13 -2.00
N: -2.12 -0.29 -0.74
C: -2.38 -1.57 -0.26
H: 1.22 -2.79 7.14
H: 1.20 -1.12 7.71
H: 2.15 -1.56 6.29
H: -0.86 -3.39 6.15
H: -2.83 -2.87 4.73
H: -1.31 1.08 4.09
H: 0.66 0.55 5.49
H: -3.29 -3.17 2.58
H: -3.01 -5.13 1.12
H: -2.39 -4.86 -1.26
H: -1.85 -3.33 -3.13
H: -1.47 -1.00 -3.95
H: -1.61 0.88 -2.32
F: -6.49 4.84 2.16
C: -5.44 4.27 1.53
F: -5.58 4.52 0.22
F: -5.51 2.95 1.69
C: -4.05 4.77 2.04
O: -3.05 4.11 1.46
C: -4.03 4.62 3.65
F: -5.00 3.83 4.12
F: -4.12 5.80 4.31
F: -2.87 4.06 4.01
C: -3.87 6.30 1.69
F: -2.72 6.74 2.23
F: -4.86 7.11 2.10
F: -3.76 6.45 0.36
C: 5.21 -3.46 -4.31
C: 4.71 -2.03 -4.57
C: 5.94 -1.16 -4.85
C: 3.83 -2.04 -5.83
C: 3.90 -1.49 -3.34
O: 4.83 -1.37 -2.28
C: 2.75 -2.43 -2.93
C: 3.08 -3.52 -1.89
C: 3.00 -3.09 -0.44
C: 4.09 -3.13 0.43
C: 3.94 -2.83 1.78
C: 2.69 -2.49 2.27
Cl: 2.44 -2.16 3.97
C: 1.60 -2.41 1.42
C: 1.77 -2.70 0.08
C: 3.30 -0.12 -3.74
N: 2.92 0.74 -2.63
C: 1.71 1.04 -2.13
N: 1.80 1.97 -1.21
C: 3.13 2.21 -1.17
N: 3.87 1.52 -2.02
H: 5.86 -3.77 -5.14
H: 4.39 -4.17 -4.24
H: 5.80 -3.50 -3.39
H: 6.58 -1.65 -5.59
H: 6.53 -1.01 -3.94
H: 5.69 -0.17 -5.25
H: 4.40 -2.48 -6.66
H: 3.54 -1.03 -6.14
H: 2.92 -2.63 -5.71
H: 4.60 -0.64 -1.69
H: 2.34 -2.89 -3.83
H: 1.94 -1.83 -2.50
H: 4.06 -3.95 -2.08
H: 2.35 -4.32 -2.02
H: 5.07 -3.40 0.04
H: 4.79 -2.87 2.46
H: 0.64 -2.10 1.80
H: 0.91 -2.64 -0.57
H: 2.39 -0.28 -4.33
H: 4.00 0.45 -4.35
H: 0.79 0.56 -2.47
H: 3.58 2.93 -0.49

Below is C43H39Br2GeIN6O4STi as an isolated structure, with properties calculated with ωB97M-V/def2-TZVPD.

Summary:
- charge = -2
- E_HOMO (spin up / spin down) (eV) = -0.5 / -0.6
- energy relative to the best compared isomer or geometry (same formula, charge and spin) (kcal/mol) = 2.12
- gap between HOMO and LUMO (spin up / spin down) (eV) = 4.387 / 4.453
- spin multiplicity = 3

Cartesian coordinates (Å):
Ti: -0.17 -0.25 -0.22
C: 1.97 -2.08 -3.73
C: 2.86 -1.69 -2.59
N: 4.15 -2.03 -2.64
C: 4.92 -1.63 -1.61
C: 4.47 -0.89 -0.54
C: 5.43 -0.46 0.52
O: 5.75 0.95 0.45
C: 3.09 -0.54 -0.46
C: 2.62 0.25 0.63
N: 1.31 0.61 0.96
C: 1.14 1.01 2.30
C: 1.90 0.45 3.35
C: 1.66 0.71 4.69
C: 0.63 1.56 5.07
C: -0.09 2.18 4.06
C: 0.17 1.94 2.72
I: -0.85 3.22 1.42
C: 2.30 -1.01 -1.52
O: 0.98 -0.76 -1.54
H: 2.58 -2.48 -4.54
H: 1.40 -1.22 -4.09
H: 1.24 -2.83 -3.42
H: 5.97 -1.92 -1.65
H: 6.37 -1.00 0.40
H: 5.04 -0.69 1.51
H: 5.07 1.36 -0.10
H: 3.38 0.65 1.27
H: 2.69 -0.24 3.10
H: 2.27 0.21 5.44
H: 0.40 1.75 6.11
H: -0.86 2.90 4.32
Br: -2.35 -5.15 -4.24
C: -1.78 -3.82 -2.99
C: -2.40 -2.55 -3.04
C: -2.08 -1.70 -2.01
N: -1.19 -1.93 -1.03
C: -0.44 -3.13 -1.09
C: -0.86 -4.14 -2.06
C: 0.65 -3.35 -0.30
C: 1.63 -4.37 -0.60
C: 2.74 -4.53 0.13
Br: 4.05 -5.81 -0.36
C: 2.98 -3.72 1.31
C: 2.05 -2.80 1.62
N: 0.92 -2.55 0.88
H: -3.12 -2.27 -3.80
H: -2.60 -0.75 -1.97
H: -0.48 -5.15 -1.99
H: 1.50 -4.96 -1.50
H: 3.86 -3.85 1.92
H: 2.13 -2.21 2.52
O: 2.04 1.78 -1.95
S: 0.76 2.38 -2.18
O: 0.40 2.69 -3.55
N: -0.38 1.55 -1.41
C: -1.76 1.88 -1.63
C: -2.30 2.71 -2.62
C: -3.68 2.94 -2.67
C: -4.53 2.38 -1.75
C: -4.01 1.54 -0.74
C: -4.83 0.94 0.26
C: -4.22 0.16 1.24
C: -2.87 -0.06 1.21
N: -2.03 0.45 0.26
C: -2.62 1.29 -0.70
C: 0.85 3.94 -1.33
C: 1.80 4.08 -0.32
C: 1.90 5.27 0.37
C: 1.04 6.33 0.07
C: 0.10 6.19 -0.94
C: 0.01 5.00 -1.65
H: -1.67 3.12 -3.38
H: -4.08 3.57 -3.45
H: -5.60 2.56 -1.78
H: -5.90 1.12 0.26
H: -4.80 -0.28 2.04
H: -2.39 -0.63 1.98
H: 2.44 3.23 -0.09
H: 2.63 5.37 1.17
H: 1.11 7.25 0.63
H: -0.57 7.01 -1.17
H: -0.71 4.89 -2.45
C: -3.22 -2.78 2.78
Ge: -1.37 -3.12 2.24
C: -0.46 -3.50 3.94
C: -1.45 -4.87 1.37
C: -0.19 -1.74 1.44
H: -3.57 -3.69 3.27
H: -3.86 -2.55 1.93
H: -3.28 -1.95 3.50
H: -1.08 -4.14 4.58
H: -0.24 -2.58 4.48
H: 0.49 -4.02 3.75
H: -1.95 -5.56 2.06
H: -0.45 -5.24 1.15
H: -2.02 -4.83 0.44
H: 0.18 -1.29 2.35